Density functional theory data (ωB97M-V/def2-TZVPD) for a single C5H8O2 molecule.

Last columns: bonded neighbours and bond lengths (Å).
Positions of all 15 atoms, in Å:
1 C -1.84468 -0.24578 -0.24174  C2 1.484, H8 1.247, H9 1.093, H10 1.100
2 C -0.81182 0.80081 -0.04112  C1 1.484, O3 1.420, C6 1.854, H11 1.087
3 O -0.43330 0.93592 1.32117  C2 1.420, C4 1.403
4 C 0.87124 0.47099 1.09547  O3 1.403, C5 1.573, C6 1.468, H12 1.087
5 C 0.97220 -0.91197 0.35312  C4 1.573, C6 1.454, H13 1.212, H14 1.088
6 C 0.95751 0.35203 -0.36468  C2 1.854, C4 1.468, C5 1.454, O7 1.377
7 O 1.67838 0.92994 -1.38621  C6 1.377, H15 0.968
8 H -1.16990 -1.29443 -0.25037  C1 1.247
9 H -2.43957 -0.51228 0.63570  C1 1.093
10 H -2.45532 -0.11159 -1.14713  C1 1.100
11 H -0.83564 1.72533 -0.61226  C2 1.087
12 H 1.58656 0.82498 1.83327  C4 1.087
13 H -0.02967 -1.54755 0.10489  C5 1.212
14 H 1.75314 -1.63959 0.56312  C5 1.088
15 H 2.05622 0.24954 -1.96250  O7 0.968

Highest occupied orbital energy = -8.7 eV
ΔE to the lowest compared entry with this formula, charge and spin = 110.1 kcal/mol
Structure (SMILES) = C[C@H]1O[C@H]2C[C@]21O
Total charge = 0
F_max = 3.44 eV/Å


Density functional theory data (ωB97M-V/def2-TZVPD) for a single C5H8O2 molecule.

Last columns: bonded neighbours and bond lengths (Å).
Positions of all 15 atoms, in Å:
1 C -0.78118 -1.14608 1.08330  C2 1.511, H8 1.094, H9 1.093, H10 1.096
2 C -0.01854 0.12011 0.77146  C1 1.511, C3 1.571, C7 1.528, H11 1.096
3 C -0.50356 0.89551 -0.50613  C2 1.571, O4 1.399, C5 1.525, H12 1.093
4 O -1.32273 0.21623 -1.41433  C3 1.399, H13 0.972
5 C 0.94945 0.92762 -0.96875  C3 1.525, O6 1.449, C7 1.476, H14 1.084
6 O 1.28013 -0.47314 -1.13562  C5 1.449, C7 1.420
7 C 1.38319 0.08702 0.16476  C2 1.528, C5 1.476, O6 1.420, H15 1.089
8 H -0.32132 -1.72789 1.88722  C1 1.094
9 H -0.86129 -1.77350 0.19184  C1 1.093
10 H -1.79916 -0.87462 1.38412  C1 1.096
11 H 0.01075 0.80430 1.62742  C2 1.096
12 H -0.98939 1.84346 -0.26028  C3 1.093
13 H -0.73854 -0.45480 -1.80530  O4 0.972
14 H 1.38451 1.58419 -1.71336  C5 1.084
15 H 2.32770 -0.02841 0.69365  C7 1.089

Highest occupied orbital energy = -9.8 eV
ΔE to the lowest compared entry with this formula, charge and spin = 54.8 kcal/mol
Structure (SMILES) = C[C@@H]1[C@H](O)[C@@H]2O[C@H]12
Total charge = 0
F_max = 0.55 eV/Å


Density functional theory data (ωB97M-V/def2-TZVPD) for a single C5H8O2 molecule.

Last columns: bonded neighbours and bond lengths (Å).
Positions of all 15 atoms, in Å:
1 C -1.33502 0.99178 -1.32115  C2 1.317, H8 1.084, H9 1.090
2 C -0.30732 0.33409 -0.82640  C1 1.317, C3 1.476, C4 1.468
3 C 0.66124 -0.77909 -0.81385  C2 1.476, C4 1.528, H10 1.087, H11 1.089
4 C 0.68890 0.31548 0.25150  C2 1.468, C3 1.528, O5 1.392, C6 1.521
5 O 1.68969 1.28286 0.24438  C4 1.392, H12 0.965
6 C -0.00029 -0.01991 1.56469  C4 1.521, O7 1.421, H13 1.104, H14 1.102
7 O -1.23057 -0.64822 1.23372  C6 1.421, H15 0.979
8 H -1.88983 0.63871 -2.18262  C1 1.084
9 H -1.52388 2.01891 -1.00872  C1 1.090
10 H 0.39229 -1.80408 -0.57104  C3 1.087
11 H 1.42578 -0.67369 -1.58280  C3 1.089
12 H 2.49204 0.89048 0.61012  O5 0.965
13 H 0.60552 -0.70374 2.18469  C6 1.104
14 H -0.15402 0.90048 2.15114  C6 1.102
15 H -1.69495 -0.06572 0.59875  O7 0.979

Highest occupied orbital energy = -9.8 eV
ΔE to the lowest compared entry with this formula, charge and spin = 65.7 kcal/mol
Structure (SMILES) = C=C1C[C@]1(O)CO
Total charge = 0
F_max = 0.89 eV/Å


Q: Among the records above, which one has the highest highest occupied orbital energy?
A: number 1


Copy entry 1 word for word.
Density functional theory data (ωB97M-V/def2-TZVPD) for a single C5H8O2 molecule.

Last columns: bonded neighbours and bond lengths (Å).
Positions of all 15 atoms, in Å:
1 C -1.84468 -0.24578 -0.24174  C2 1.484, H8 1.247, H9 1.093, H10 1.100
2 C -0.81182 0.80081 -0.04112  C1 1.484, O3 1.420, C6 1.854, H11 1.087
3 O -0.43330 0.93592 1.32117  C2 1.420, C4 1.403
4 C 0.87124 0.47099 1.09547  O3 1.403, C5 1.573, C6 1.468, H12 1.087
5 C 0.97220 -0.91197 0.35312  C4 1.573, C6 1.454, H13 1.212, H14 1.088
6 C 0.95751 0.35203 -0.36468  C2 1.854, C4 1.468, C5 1.454, O7 1.377
7 O 1.67838 0.92994 -1.38621  C6 1.377, H15 0.968
8 H -1.16990 -1.29443 -0.25037  C1 1.247
9 H -2.43957 -0.51228 0.63570  C1 1.093
10 H -2.45532 -0.11159 -1.14713  C1 1.100
11 H -0.83564 1.72533 -0.61226  C2 1.087
12 H 1.58656 0.82498 1.83327  C4 1.087
13 H -0.02967 -1.54755 0.10489  C5 1.212
14 H 1.75314 -1.63959 0.56312  C5 1.088
15 H 2.05622 0.24954 -1.96250  O7 0.968

Highest occupied orbital energy = -8.7 eV
ΔE to the lowest compared entry with this formula, charge and spin = 110.1 kcal/mol
Structure (SMILES) = C[C@H]1O[C@H]2C[C@]21O
Total charge = 0
F_max = 3.44 eV/Å


Repeat the second record exactly.
Density functional theory data (ωB97M-V/def2-TZVPD) for a single C5H8O2 molecule.

Last columns: bonded neighbours and bond lengths (Å).
Positions of all 15 atoms, in Å:
1 C -0.78118 -1.14608 1.08330  C2 1.511, H8 1.094, H9 1.093, H10 1.096
2 C -0.01854 0.12011 0.77146  C1 1.511, C3 1.571, C7 1.528, H11 1.096
3 C -0.50356 0.89551 -0.50613  C2 1.571, O4 1.399, C5 1.525, H12 1.093
4 O -1.32273 0.21623 -1.41433  C3 1.399, H13 0.972
5 C 0.94945 0.92762 -0.96875  C3 1.525, O6 1.449, C7 1.476, H14 1.084
6 O 1.28013 -0.47314 -1.13562  C5 1.449, C7 1.420
7 C 1.38319 0.08702 0.16476  C2 1.528, C5 1.476, O6 1.420, H15 1.089
8 H -0.32132 -1.72789 1.88722  C1 1.094
9 H -0.86129 -1.77350 0.19184  C1 1.093
10 H -1.79916 -0.87462 1.38412  C1 1.096
11 H 0.01075 0.80430 1.62742  C2 1.096
12 H -0.98939 1.84346 -0.26028  C3 1.093
13 H -0.73854 -0.45480 -1.80530  O4 0.972
14 H 1.38451 1.58419 -1.71336  C5 1.084
15 H 2.32770 -0.02841 0.69365  C7 1.089

Highest occupied orbital energy = -9.8 eV
ΔE to the lowest compared entry with this formula, charge and spin = 54.8 kcal/mol
Structure (SMILES) = C[C@@H]1[C@H](O)[C@@H]2O[C@H]12
Total charge = 0
F_max = 0.55 eV/Å